No. 1
Density functional theory data (ωB97M-V with the def2-TZVPD basis set) for C32H46BrN3P2STi as an isolated structure at a distorted geometry.

Its energy above the lowest of the compared OMol25 structures with the same formula, charge and spin is 60.0 kcal/mol. The value obtained for the HOMO energy (spin up / spin down) is -11.729 / -11.552 eV. As for the expectation value of S²: 2.067. Its total energy is -5914.898805 Eh. As for the orbital gap (spin up / spin down): 6.360 / 3.112 eV. For the maximum force, the calculation gives 0.112 hartree/bohr.

The geometry in ORCA input format:
```
! wB97M-V def2-TZVPD RIJCOSX def2/J DEFGRID3
* xyz 2 3
H -1.656 3.043 6.288
H -2.466 -1.380 2.009
H 5.737 0.931 1.628
C 0.223 2.659 2.877
H -4.893 -2.970 -0.522
H -0.828 -2.418 1.794
H -2.560 0.068 -2.894
C -3.360 1.286 -1.237
H 0.395 -3.065 0.726
H -4.049 -1.773 0.495
H -5.598 2.821 -5.103
H 2.396 0.742 -2.448
C -4.403 2.067 -1.951
C -4.683 1.887 -3.341
C -5.822 4.039 -2.085
C -2.311 0.653 -2.002
C -0.498 -2.597 -3.256
H 5.709 -2.683 2.329
C -5.076 3.141 -1.314
C -2.591 0.435 2.879
C 4.085 -1.172 -1.155
H 0.473 3.561 0.217
C -1.012 2.037 3.085
H 5.104 1.298 0.015
C 4.023 -1.430 1.758
N -3.162 -0.720 2.385
Br 3.017 2.209 0.256
H -1.345 -3.279 -3.385
H 3.265 -2.161 1.428
H -0.776 -1.625 -3.673
C -1.653 2.146 4.339
C 7.234 0.941 0.078
C 4.815 -2.187 -2.050
C -0.696 -2.969 0.849
H -3.793 -1.159 3.036
H -1.239 -4.892 -0.047
H -2.394 -4.308 1.181
C 0.242 0.753 -2.475
C 1.593 2.053 -0.890
H -1.719 2.808 -0.480
H 1.621 4.106 3.665
C -0.051 -2.506 -1.802
C -2.890 -2.625 -1.202
H 0.341 -3.490 -1.495
C 5.808 0.651 0.567
H 0.327 -2.991 -3.866
P 5.089 -1.025 0.348
H 3.983 -0.195 -1.643
P -1.283 -1.921 -0.544
C 0.701 3.548 3.853
H 4.309 -2.284 -3.014
N -1.654 1.109 2.217
C -4.173 -2.139 -0.535
S -2.992 0.989 4.512
H 7.405 2.021 0.210
H 3.508 -0.522 2.105
H -2.936 -2.380 -2.274
H 5.430 -1.328 3.431
C -5.426 2.867 -4.021
H -4.953 3.331 -0.250
N -5.982 3.898 -3.393
H 4.852 -3.176 -1.573
C -0.832 2.256 -0.831
H 4.353 -2.735 3.458
H 0.399 4.423 5.828
H -0.826 -4.964 1.674
H -4.634 -1.321 -1.107
C -1.142 2.984 5.328
Ti -1.732 0.482 -0.127
C 0.442 2.726 -0.467
C 1.496 1.135 -1.979
H 0.811 2.441 1.986
H 0.790 -1.802 -1.717
H 3.076 -1.525 -0.889
H 5.851 -1.870 -2.237
H 0.113 0.137 -3.382
H -6.301 4.902 -1.615
C -0.939 1.221 -1.833
C 0.020 3.726 5.072
H 8.011 0.427 0.660
C 4.934 -2.078 2.813
H -3.576 1.051 -0.137
H -2.811 -3.722 -1.155
H -4.315 1.035 -3.906
C -1.331 -4.358 0.910
H 7.382 0.698 -0.985
*
```

No. 2
Density functional theory data (ωB97M-V with the def2-TZVPD basis set) for one molecule with the formula C14H20O3 at a distorted geometry.

Its energy above the lowest of the compared OMol25 structures with the same formula, charge and spin is 58.4 kcal/mol. The value obtained for the HOMO energy is -9.005 eV. Its SMILES is CC1=C[C@]2(O)C[C@@H](C)C(=O)[C@@H]2[C@](C)(O)C12CC2. Its total energy is -771.090713 Eh. As for the orbital gap: 9.683 eV. For the maximum force, the calculation gives 0.077 hartree/bohr.

The geometry in ORCA input format:
```
! wB97M-V def2-TZVPD RIJCOSX def2/J DEFGRID3
* xyz 0 1
C -0.305 -0.618 0.033
C 0.406 1.708 0.063
H -0.190 -0.176 -2.873
H 2.602 3.053 1.535
H 0.529 -2.885 1.425
O -1.302 2.006 1.732
C -0.140 2.034 1.448
H -1.139 -2.732 -0.383
C 2.297 2.079 1.736
H 0.319 2.614 -0.583
C -1.524 -0.962 0.895
C -1.362 -1.681 -0.518
C 2.137 -0.182 0.519
H 1.777 3.173 4.082
C -0.264 0.653 -0.844
H 2.246 1.850 -1.620
H -2.406 -0.245 0.992
C 0.454 0.503 -2.238
H 2.234 -2.876 0.877
O -1.598 1.067 -1.143
H 0.968 1.088 3.073
H -1.810 -1.444 -1.448
H 3.102 1.510 2.307
H 1.388 0.013 -2.048
C 1.095 -1.082 0.376
H -0.041 3.395 4.010
C 1.900 1.373 0.371
C 0.890 3.282 3.461
O 2.683 1.843 -0.765
H 1.118 4.194 2.911
H -1.428 -1.441 1.868
H 1.056 -3.169 -0.340
C 1.210 -2.649 0.583
H -1.976 1.450 -0.306
H 0.557 1.512 -2.790
H 3.137 -0.692 0.689
C 0.958 2.012 2.494
*
```

No. 3
Density functional theory data (ωB97M-V with the def2-TZVPD basis set) for C20H25NO3 as an isolated structure at a distorted geometry.

Its energy above the lowest of the compared OMol25 structures with the same formula, charge and spin is 454.9 kcal/mol. The value obtained for the HOMO energy is -7.411 eV. Its total energy is -1056.948751 Eh. As for the orbital gap: 8.077 eV. For the maximum force, the calculation gives 0.272 hartree/bohr.

The geometry in ORCA input format:
```
! wB97M-V def2-TZVPD RIJCOSX def2/J DEFGRID3
* xyz 0 1
C 0.100 1.356 -1.078
H 3.712 -2.981 -1.119
C -5.242 0.250 0.372
H 1.699 2.605 -1.833
H -4.400 -2.908 -0.786
H 5.038 1.941 -0.202
H -0.238 1.021 1.967
H 7.174 -2.184 1.387
C 4.766 0.130 0.086
C 1.565 1.359 -1.859
H -7.769 -0.481 0.694
H 2.606 2.640 0.144
H 0.171 0.337 -0.548
O 0.031 2.423 -0.390
H -7.641 0.376 -1.006
C -3.934 0.629 0.736
H -8.454 -1.383 -0.729
C 6.254 -1.745 0.919
N 2.642 0.957 -1.124
C -4.285 -2.024 -0.507
H 2.728 -0.832 -2.306
C 2.841 -0.325 -1.182
C 5.837 -0.479 1.143
H 2.331 1.328 0.845
C -1.172 1.107 1.416
C -1.133 2.497 0.509
O -6.454 -1.381 -0.592
O -1.639 0.122 0.903
H -2.046 -2.182 -0.138
C -7.698 -0.668 -0.281
C 2.933 1.429 0.087
C -3.103 -1.555 0.084
C -5.347 -1.034 -0.168
H -1.304 3.334 1.007
C 4.479 1.432 0.424
H 6.472 0.122 1.433
C -2.920 -0.359 0.814
H -1.977 1.630 2.272
C 4.309 -2.249 -0.624
H -5.966 0.861 0.641
C 5.364 -2.626 0.263
H 1.916 -0.652 -0.526
H -2.153 2.379 0.033
H -0.758 1.588 -1.848
H 1.455 1.047 -2.856
C 3.960 -0.860 -0.315
H -3.851 1.771 1.347
H 4.619 1.894 1.388
H 5.733 -3.890 -0.004
*
```

No. 4
Density functional theory data (ωB97M-V with the def2-TZVPD basis set) for one molecule with the formula C4H11NO2 at a distorted geometry.

Its energy above the lowest of the compared OMol25 structures with the same formula, charge and spin is 61.1 kcal/mol. The value obtained for the HOMO energy is -8.632 eV. Its SMILES is OCCCNCO. Its total energy is -364.170826 Eh. As for the orbital gap: 9.493 eV. For the maximum force, the calculation gives 0.064 hartree/bohr.

The geometry in ORCA input format:
```
! wB97M-V def2-TZVPD RIJCOSX def2/J DEFGRID3
* xyz 0 1
C -1.479 0.825 0.393
H -1.366 1.927 0.388
H 1.858 -1.260 1.101
H 1.315 1.089 -0.158
C 1.884 -0.888 0.050
C -1.982 0.389 -1.017
C -0.147 0.249 1.010
H 0.168 0.883 2.002
N 0.965 0.160 0.051
H 1.629 -1.684 -0.616
H -0.798 -0.832 -1.736
O -1.610 -0.946 -1.239
O 3.257 -0.497 -0.299
H -3.092 0.530 -0.996
H 3.816 -0.962 0.421
H -1.614 1.149 -1.791
H -2.335 0.649 1.095
H -0.470 -0.780 1.341
*
```

No. 5
Density functional theory data (ωB97M-V with the def2-TZVPD basis set) for C4H9As4F24NO4 as an isolated structure at a distorted geometry.

The value obtained for the HOMO energy is -2.669 eV. Its total energy is -11854.075390 Eh. As for the orbital gap: 9.583 eV. For the maximum force, the calculation gives 0.085 hartree/bohr.

The geometry in ORCA input format:
```
! wB97M-V def2-TZVPD RIJCOSX def2/J DEFGRID3
* xyz -4 1
F 10.015 12.971 3.254
As 8.847 14.185 3.769
O 4.461 9.834 13.594
F 9.804 15.503 3.186
F 4.235 5.638 12.215
C 10.933 8.874 20.175
F 13.074 6.906 22.823
F 12.412 4.116 24.761
H 9.783 6.579 19.937
F 11.100 14.826 15.054
H 10.136 8.857 20.890
F 6.539 4.785 12.967
F 11.606 12.795 16.303
C 8.907 6.589 17.956
O 10.278 8.897 17.896
F 9.234 13.227 15.356
C 10.156 8.329 18.962
F 5.511 3.759 15.003
H 8.254 5.744 18.158
F 8.203 13.895 2.210
F 10.197 13.508 13.257
F 14.168 6.040 24.954
F 4.614 3.296 12.715
H 8.443 7.359 17.389
As 10.854 13.064 14.806
H 5.204 8.525 16.294
H 11.303 9.839 19.879
F 3.357 4.674 14.379
H 11.772 8.211 20.452
F 11.374 5.208 22.873
H 5.336 9.600 13.394
F 5.359 6.118 14.583
F 12.469 12.927 14.056
H 9.805 6.344 17.382
F 13.845 4.578 22.820
F 9.565 14.442 5.319
O 5.190 8.707 15.322
As 4.987 4.725 13.664
F 7.557 15.252 4.220
O 3.203 9.984 15.343
F 7.910 12.900 4.387
C 4.188 9.504 14.815
As 12.816 5.607 23.938
N 9.395 7.152 19.162
F 11.786 6.605 24.860
F 10.541 11.435 14.565
*
```